Record 1
This record from the Open Molecules 2025 dataset describes H3N2O3S as an isolated structure at a distorted geometry. The level of theory is wB97M-V/def2-TZVPD.

Geometry as ORCA input:
```
! RIJCOSX wB97M-V def2-TZVPD def2/J DEFGRID3
* xyz -1 1
N -0.03038 0.53584 -0.13872
N -0.49592 -0.51567 0.80052
O -0.87000 -3.22202 0.41086
O 0.60369 -1.69905 -1.16114
O -1.83451 -1.30425 -1.21314
S -0.65506 -1.72216 -0.41948
H 0.68294 -0.07964 -0.66747
H -0.74764 0.54664 -0.98462
H 0.42847 -0.75918 1.10118
*
```

## Properties
* relative energy (zero: lowest compared OMol25 entry of this formula, charge and spin): 53.4 kcal per mole
* HOMO: -0.1833 Ha
* strongest force on any atom: 8.43 eV/Å
* LUMO energy: 0.15315 Eh
* electronic energy: -20005.5058 eV
* gap between HOMO and LUMO: 9.1563 eV

Atom charges from the Mulliken analysis, given in e for atoms 1 to 6:
1 N -0.790
2 N -0.250
3 O -0.721
4 O -0.659
5 O -0.652
6 S 1.025

***

Record 2
This record from the Open Molecules 2025 dataset describes C36H52AsBr4N2O5PSi2W as an isolated structure at a distorted geometry. The level of theory is wB97M-V/def2-TZVPD.

Geometry as ORCA input:
```
! RIJCOSX wB97M-V def2-TZVPD def2/J DEFGRID3
* xyz 2 1
W 0.44700 1.06281 -0.20950
C 2.10171 2.87452 4.32167
C 2.37350 1.38465 4.06237
C 3.72349 1.17324 3.35624
P 1.08754 0.71930 3.01035
C -0.55669 1.09526 3.58640
C -1.53797 0.65670 2.48339
C -0.92997 0.40675 4.90276
C 1.26861 -1.01028 2.78490
C 1.61161 -1.79555 3.89371
C 1.91752 -3.13882 3.77366
C 2.30712 -3.97159 4.96079
C 1.88324 -3.68007 2.48649
C 1.53578 -2.92936 1.38316
C 1.21605 -1.56993 1.50402
N 0.80110 -0.85205 0.35644
C 1.30945 -1.44896 -0.87520
C 0.45007 -2.14436 -1.73794
C -0.93486 -2.55524 -1.30645
C 0.92495 -2.54654 -2.97160
C 2.24906 -2.32984 -3.35681
C 2.73932 -2.77123 -4.70521
C 3.10737 -1.75599 -2.43034
C 2.67402 -1.32561 -1.17975
C 3.70571 -0.87813 -0.17806
H 2.96611 3.30952 4.82155
H 1.23305 3.03536 4.96074
H 1.95611 3.41512 3.38480
H 2.35631 0.82595 5.00265
H 3.73882 1.68751 2.39381
H 3.94313 0.11738 3.19133
H 4.51466 1.59207 3.97698
H -0.59606 2.18259 3.70258
H -1.41659 -0.41274 2.29865
H -1.60417 2.33986 1.22208
H -2.54108 0.81383 2.86691
H -0.92904 -0.67937 4.79413
H -1.92843 0.71328 5.21557
H -0.24229 0.67205 5.70696
H 1.64422 -1.34311 4.87949
H 2.03083 -3.48830 5.89648
H 3.38633 -4.13529 4.97339
H 1.83197 -4.95156 4.92524
H 2.13363 -4.72543 2.34686
H 1.50839 -3.39905 0.40999
H -1.70984 -1.93888 -1.77444
H -1.05799 -2.49977 -0.22492
H -1.13217 -3.58241 -1.61547
H 0.25488 -3.06929 -3.64763
H 2.46753 -3.81030 -4.89542
H 3.82102 -2.68061 -4.78464
H 2.28745 -2.16719 -5.49465
H 4.15913 -1.64994 -2.67501
H 4.56401 -0.43311 -0.68108
H 4.06400 -1.75015 0.37717
H 3.32969 -0.16154 0.54591
Br 3.54233 1.89103 -6.38395
C 3.16768 1.85659 -4.55405
C 4.09355 2.37991 -3.63742
Br 5.69168 3.14351 -4.22120
C 3.82330 2.33137 -2.26638
Br 4.99860 2.95895 -0.95411
C 2.63381 1.76957 -1.85585
O 2.25911 1.60864 -0.57119
C 1.68950 1.29335 -2.75535
O 0.54192 0.83851 -2.17895
C 1.95363 1.31670 -4.11277
Br 0.68326 0.61634 -5.29968
O 1.18446 1.43908 1.65028
N -1.38622 1.35203 1.19771
C -0.88435 3.97766 -3.37901
O -0.18590 3.87984 -2.11215
C -0.65447 3.05626 -1.23575
O 0.06798 3.06507 -0.13939
H -1.78143 4.57522 -3.24747
H -1.11930 2.97728 -3.73699
H -0.19482 4.47556 -4.05133
C -5.10684 1.09661 0.57321
Si -4.07907 -0.44381 0.76453
C -4.47967 -2.05395 -0.06360
C -4.15444 -0.86696 2.57560
As -1.99024 0.30148 -0.34534
Si -3.51016 0.73318 -2.46779
C -5.08856 -0.19233 -2.75706
C -2.26568 0.03736 -3.64998
C -3.78354 2.55959 -2.54564
H -5.65549 1.22744 1.50827
H -5.82689 1.06889 -0.24045
H -4.49615 1.99059 0.42009
H -5.55939 -2.21436 -0.12278
H -4.05372 -2.83814 0.56769
H -4.06678 -2.18661 -1.05960
H -5.12428 -1.36945 2.67984
H -4.17242 -0.00212 3.23772
H -3.38755 -1.56036 2.92322
H -4.89914 -1.23108 -3.01765
H -5.49389 0.30716 -3.64703
H -5.85703 -0.17166 -1.99298
H -2.56783 -0.96320 -3.96876
H -1.25008 -0.02135 -3.26429
H -2.22961 0.67392 -4.53886
H -4.81612 2.80992 -2.29306
H -3.59993 2.90527 -3.56698
H -3.11815 3.10539 -1.87885
*
```

## Properties
* HOMO: -0.4667 Ha
* strongest force on any atom: 2.37 eV/Å
* LUMO energy: -0.26147 Eh
* electronic energy: -419260.7966 eV
* gap between HOMO and LUMO: 5.5842 eV

Atom charges from the Mulliken analysis, given in e for atoms 1 to 6:
1 W 1.932
2 C -1.444
3 C 0.828
4 C -1.549
5 P -0.154
6 C 0.416

***

Record 3
This record from the Open Molecules 2025 dataset describes the molecule C4H8O3 at a distorted geometry. The level of theory is wB97M-V/def2-TZVPD.

Geometry as ORCA input:
```
! RIJCOSX wB97M-V def2-TZVPD def2/J DEFGRID3
* xyz 0 1
O -0.00105 1.81116 -1.16071
C 0.68858 0.86223 -0.95433
O 1.96467 0.77011 -1.46700
C 0.55353 -0.24185 -0.07704
C -0.85450 -0.53829 0.65991
C -1.47389 -1.93719 0.58164
O -0.82746 -0.35002 2.12336
H 2.05427 1.60179 -2.08544
H 1.24037 0.05522 0.75333
H 0.88937 -1.18530 -0.33645
H -1.55765 0.30856 0.31060
H -0.93054 -2.60858 1.16909
H -1.57212 -2.23737 -0.49416
H -2.64547 -1.88799 0.94489
H -0.04984 -0.76560 2.51192
*
```

## Properties
* relative energy (zero: lowest compared OMol25 entry of this formula, charge and spin): 41.3 kcal per mole
* HOMO: -0.3839 Ha
* strongest force on any atom: 6.09 eV/Å
* LUMO energy: 0.02390 Eh
* electronic energy: -10419.2145 eV
* gap between HOMO and LUMO: 11.0960 eV

Atom charges from the Mulliken analysis, given in e for atoms 1 to 6:
1 O -0.542
2 C 0.515
3 O -0.475
4 C -0.729
5 C 0.239
6 C -1.111

***

Record 4
This record from the Open Molecules 2025 dataset describes a 2-piece molecular cluster, C20H22FN3O9 overall at a distorted geometry. The level of theory is wB97M-V/def2-TZVPD.

Geometry as ORCA input:
```
! RIJCOSX wB97M-V def2-TZVPD def2/J DEFGRID3
* xyz 0 1
O -1.17895 5.31281 -1.19111
O 0.15641 -1.50024 4.52880
O 2.08056 -3.75245 0.74548
O 3.29352 1.19168 -4.69809
O 2.35937 0.47992 -2.87220
F 0.97961 0.91760 2.17633
O -3.57095 2.35978 2.14356
O 2.64665 6.23187 -4.36008
O 3.66840 3.86702 -4.93604
O -1.63702 -1.55936 1.00458
C -0.46175 4.31945 -1.08763
C -0.31534 -2.31094 3.74917
C 0.97144 -4.25397 0.88437
C -1.28805 1.62440 2.17936
C 0.28588 2.57467 0.60913
C -2.01822 3.27938 0.58643
C 1.14109 5.26124 -2.76037
C 1.11770 2.87051 -2.44117
C 0.00446 1.69884 1.66210
C -2.30139 2.41777 1.64473
C 2.14799 5.12365 -3.71291
C 2.66107 3.85706 -4.01516
C -0.72456 3.37378 0.03272
C 0.61996 4.14084 -2.09224
C 2.15454 2.69204 -3.38950
N 0.77338 -5.52144 0.50577
N 0.33689 -2.63281 2.63221
N 2.63142 1.38351 -3.67415
C -1.66008 -2.94184 4.05625
C -0.43952 -6.32981 0.64837
C -1.58527 -3.23188 -0.64149
C -0.16791 -3.42308 1.49159
C -0.76499 -2.49476 0.41531
H -3.62435 1.71310 2.86474
H 2.17199 7.03435 -4.07729
H 3.78611 4.80155 -5.18833
H -1.08408 -0.92515 1.46975
H -1.48266 0.95172 3.00769
H 1.31288 2.62827 0.26013
H -2.82913 3.88687 0.19262
H 0.75230 6.24981 -2.52963
H 0.67099 1.99336 -1.97774
H 1.58909 -5.96793 0.11221
H 1.26406 -2.23993 2.53696
H -1.54587 -4.02142 4.12169
H -2.01586 -2.56040 5.01201
H -2.37763 -2.68731 3.27935
H -0.77137 -6.34036 1.68857
H -0.22976 -7.35701 0.34403
H -1.23792 -5.93990 0.01522
H -2.38926 -3.79512 -0.16772
H -2.01951 -2.50469 -1.32888
H -0.94535 -3.90305 -1.21268
H -0.95110 -4.09423 1.83045
H 0.04009 -1.94781 -0.07725
*
```

## Properties
* HOMO: -0.3382 Ha
* strongest force on any atom: 2.82 eV/Å
* LUMO energy: -0.03047 Eh
* electronic energy: -46709.7872 eV
* gap between HOMO and LUMO: 8.3751 eV

Atom charges from the Mulliken analysis, given in e for atoms 1 to 6:
1 O -0.620
2 O -0.675
3 O -0.698
4 O -0.564
5 O -0.556
6 F -0.347

***

> Among the records above, which one has the highest gap between HOMO and LUMO?

C4H8O3